109
Properties=species:S:1:pos:R:3:forces:R:3 method="wB97M-V/def2-TZVPD" lumo_ev=-7.86 largest_force_ev_per_a=0.94 e_homo_ev=-13.379 spin_multiplicity=1 total_charge=+2 gap_ev=5.52 relative_energy_ev=0.8323
Au -0.66856 -0.01201 0.48133 -0.314 -0.560 0.683
S -5.48784 -3.60087 -2.55915 0.191 0.059 -0.052
C -4.21022 -2.69735 -1.73762 -0.085 -0.067 -0.060
C -3.87190 -2.91024 -0.40066 0.061 -0.030 0.022
C -2.88790 -2.14349 0.17835 -0.003 -0.040 0.032
N -2.25190 -1.17418 -0.49748 0.469 0.070 -0.495
C -2.57468 -0.95081 -1.77819 -0.100 0.082 0.008
C -3.53930 -1.69087 -2.42857 -0.111 0.092 0.051
C -5.03907 -5.26380 -2.08738 -0.121 -0.031 0.121
C -4.20903 -6.00738 -2.91078 0.032 0.053 0.006
C -3.90850 -7.30831 -2.52948 0.014 -0.121 0.082
N -4.37171 -7.88081 -1.41919 -0.036 0.247 -0.075
C -5.18284 -7.15564 -0.65204 0.040 -0.146 0.013
C -5.55350 -5.84926 -0.94081 -0.055 0.008 -0.024
H -4.37248 -3.66711 0.18563 0.016 -0.014 0.013
H -2.59956 -2.29133 1.21022 0.020 -0.012 -0.017
H -2.04798 -0.14849 -2.27683 -0.034 -0.047 0.047
H -3.76573 -1.49165 -3.46679 0.036 0.010 -0.008
H -3.81261 -5.59039 -3.82633 0.000 -0.023 -0.011
H -3.26555 -7.92135 -3.14969 0.005 -0.001 -0.013
H -5.56705 -7.64601 0.23472 -0.001 0.001 0.007
H -6.24634 -5.31967 -0.30062 -0.004 0.002 0.001
N -0.12082 -1.68681 1.40212 -0.034 -0.352 0.044
C 0.82438 -2.37960 1.27624 0.174 0.159 0.229
N 1.79557 -3.19343 1.22021 -0.062 -0.136 -0.017
C 2.78903 -3.35768 2.32104 0.009 0.057 -0.063
C 4.18447 -3.18345 1.74445 0.061 -0.028 -0.056
O 4.37507 -4.04265 0.63740 -0.056 -0.065 0.040
C 3.49844 -3.73140 -0.42166 0.101 0.019 -0.006
C 2.06470 -4.00284 -0.00171 -0.032 0.013 0.031
H 2.65277 -4.36303 2.72016 -0.027 -0.018 -0.030
H 2.58163 -2.62759 3.09927 -0.010 -0.010 -0.017
H 4.91649 -3.46740 2.49821 0.010 0.025 0.000
H 4.35022 -2.14393 1.45633 0.004 0.112 -0.012
H 3.75654 -4.37925 -1.25741 0.012 0.010 -0.009
H 3.61639 -2.68438 -0.72678 -0.018 0.005 -0.004
H 1.93631 -5.05171 0.26603 -0.017 0.000 0.018
H 1.34963 -3.73011 -0.77580 -0.010 0.033 0.015
F 2.51817 -0.18157 1.01657 -0.123 -0.032 0.076
P 3.54534 1.15610 0.84234 -0.012 -0.152 0.318
F 4.44314 2.44164 0.72512 -0.012 0.074 -0.030
F 2.22535 1.97240 0.33985 -0.167 0.055 -0.016
F 3.10188 1.57062 2.39192 0.077 -0.103 -0.175
F 3.84357 0.68006 -0.64024 0.001 0.000 -0.127
F 4.72568 0.27143 1.43877 0.022 -0.082 0.015
C 1.19372 -0.18392 3.75448 0.128 -0.009 -0.027
Te 0.31997 1.31576 2.56313 0.372 0.062 -0.315
C -1.40729 1.20786 3.80572 -0.224 -0.050 -0.091
H 0.46906 -0.97444 3.92472 -0.005 0.003 0.026
H 1.44217 0.32664 4.68504 0.014 -0.015 -0.001
H 2.09516 -0.51952 3.25975 0.059 0.042 -0.012
H -1.08408 0.81420 4.76680 0.011 -0.011 -0.010
H -2.16458 0.55633 3.37445 -0.015 0.000 0.037
H -1.81084 2.20895 3.93399 -0.005 -0.004 -0.008
C -2.61313 9.48068 2.66326 -0.026 -0.089 0.008
C -2.46821 8.00962 2.38552 0.055 0.091 0.001
C -1.21541 7.43045 2.21944 0.001 0.015 0.022
C -1.04641 6.07978 1.93919 0.192 0.098 0.001
C 0.36462 5.54495 1.86608 -0.129 -0.056 -0.063
C -2.20575 5.31267 1.78822 0.045 -0.141 -0.006
Te -2.13859 3.34866 1.01463 -0.220 0.649 0.184
N -0.55881 3.57770 -0.19168 -0.293 -0.091 -0.099
C -0.41479 2.53174 -0.91835 0.271 -0.364 -0.024
O -1.18885 1.41476 -0.76047 -0.133 0.830 0.026
C 0.55038 2.49097 -2.03173 -0.158 0.005 -0.007
C 0.38745 1.55342 -3.05059 0.128 0.015 0.010
C 1.25385 1.55185 -4.13267 -0.046 -0.036 0.055
C 2.28552 2.47655 -4.18903 0.025 0.030 -0.016
C 2.45244 3.40774 -3.17038 0.009 0.008 0.014
C 1.58301 3.42440 -2.09646 -0.005 0.018 -0.046
C -3.65276 3.47343 -0.43201 0.164 -0.201 -0.014
C -3.60846 4.45311 -1.42315 -0.117 0.096 -0.006
C -2.62450 5.59270 -1.51640 0.005 -0.081 0.024
C -4.59825 4.39507 -2.40621 0.030 0.063 -0.028
C -5.58679 3.42751 -2.41921 -0.026 -0.018 0.009
C -6.63067 3.39079 -3.49867 0.009 0.005 0.027
C -5.59298 2.47616 -1.39841 -0.019 -0.012 -0.013
C -4.63622 2.47023 -0.39920 -0.011 -0.057 -0.075
C -4.73309 1.41420 0.67539 0.067 0.018 -0.025
C -3.47704 5.82523 2.06177 -0.139 0.073 -0.049
C -4.73946 4.99735 2.10353 0.063 -0.013 -0.030
C -3.58155 7.18129 2.34254 -0.042 -0.035 0.044
H -1.67785 10.01158 2.49989 0.004 -0.006 -0.002
H -2.92058 9.64595 3.69711 0.008 -0.004 0.005
H -3.37793 9.92161 2.02408 0.005 -0.001 -0.007
H -0.33035 8.04828 2.32014 -0.009 -0.004 0.015
H 1.03430 6.20727 2.40998 -0.005 0.000 0.018
H 0.72390 5.45658 0.84302 -0.015 0.023 -0.008
H 0.44662 4.55452 2.32155 0.004 -0.008 -0.017
H -0.42529 0.84215 -3.00184 0.056 0.015 -0.053
H 1.12504 0.83269 -4.93018 -0.006 0.004 -0.004
H 2.96300 2.47564 -5.03253 0.010 -0.008 0.012
H 3.26623 4.11835 -3.21447 0.003 -0.005 0.001
H 1.71294 4.13488 -1.29249 -0.009 0.008 -0.003
H -1.88029 5.61373 -0.72734 -0.011 -0.022 -0.008
H -3.17049 6.53655 -1.48685 0.011 0.012 -0.006
H -2.09385 5.54829 -2.46828 -0.006 -0.003 -0.006
H -4.58305 5.14866 -3.18596 -0.010 -0.008 0.000
H -6.51346 4.21845 -4.19466 0.001 0.001 0.001
H -7.63220 3.44272 -3.07029 0.001 0.002 0.004
H -6.56724 2.45946 -4.06341 0.001 -0.001 0.000
H -6.37071 1.72023 -1.38252 0.008 -0.007 -0.017
H -5.32561 0.57155 0.32139 -0.023 0.019 -0.004
H -5.22709 1.80171 1.56981 0.027 0.002 0.026
H -3.75837 1.01734 0.97359 -0.003 0.011 -0.027
H -4.54891 3.92513 2.20524 0.002 0.025 0.021
H -5.35385 5.14123 1.21337 0.022 -0.018 -0.014
H -5.33135 5.28672 2.97093 -0.015 0.023 -0.009
H -4.56334 7.59624 2.54443 0.006 -0.005 0.003

***

14
Properties=species:S:1:pos:R:3:forces:R:3 method="wB97M-V/def2-TZVPD" lumo_ev=-5.21 largest_force_ev_per_a=3.81 e_homo_ev=-15.373 spin_multiplicity=1 total_charge=+1 gap_ev=10.17 relative_energy_ev=0.1419
C 0.13647 0.20984 -0.01764 1.955 -3.258 0.332
C -2.31947 0.08454 0.02895 0.982 -0.899 -0.417
C 2.09961 1.65614 0.05378 -2.086 -1.800 -0.480
C 1.59644 0.39556 -0.11295 -1.081 2.994 0.316
C -0.31786 -1.29496 -0.00267 2.047 1.010 0.510
N -1.73804 -1.14003 0.01372 -1.361 0.043 -0.132
O -3.29666 0.69463 -0.01388 0.881 -0.523 0.249
O -0.77986 1.00471 -0.01312 -1.365 1.166 0.053
H 3.11433 1.88388 -0.08312 1.252 0.213 0.049
H 1.39532 2.46484 0.24455 0.278 -0.074 0.108
H 2.13790 -0.47412 -0.38898 0.624 -0.509 0.050
H 0.25418 -1.67586 -0.95683 -1.783 0.001 1.601
H 0.01543 -1.85499 0.96862 -0.222 1.023 -1.948
H -2.29780 -1.95416 0.27957 -0.122 0.613 -0.289

***

20
Properties=species:S:1:pos:R:3:forces:R:3 method="wB97M-V/def2-TZVPD" lumo_ev=0.89 largest_force_ev_per_a=6.05 e_homo_ev=-7.811 spin_multiplicity=1 gap_ev=8.70 relative_energy_ev=5.2520
H -2.65476 -0.25781 1.41772 0.324 -0.643 -1.578
N -2.89473 -0.87650 0.59989 0.015 -0.223 1.427
C -2.02079 -1.41084 -0.12628 2.633 1.539 -0.980
N -0.54350 -0.98781 -0.24910 -0.452 -0.109 -0.904
C -0.06196 0.32143 0.04698 0.970 0.152 2.636
C 1.39535 0.52200 0.43311 0.266 0.126 6.040
N 2.30369 -0.27699 -0.36739 -1.853 0.795 1.339
C 3.66038 -0.34450 0.04056 1.648 -5.330 -0.171
N -0.64608 1.48586 0.22790 -2.894 -3.240 -3.773
N -1.86310 1.45073 -0.54283 -4.161 3.681 -0.813
H -2.36268 -2.06196 -0.94992 0.588 -0.017 0.536
H 0.23746 -1.59935 -0.71641 -2.330 1.369 1.321
H 1.34697 1.68508 0.61042 1.409 -1.823 -1.315
H 1.73049 0.26966 1.68116 -1.442 -0.013 -3.245
H 2.19659 0.27221 -1.16762 0.809 0.248 -2.542
H 3.91777 -0.89991 1.03299 -1.488 0.574 -1.371
H 4.14288 0.54985 0.23830 1.279 2.053 -0.623
H 4.12595 -1.15925 -0.74886 -0.352 2.706 1.740
H -2.44956 2.44492 -0.59578 2.526 -3.588 0.683
H -2.56293 0.66100 -0.84756 2.505 1.745 1.591